Record 1
Computed, not measured: a structure of composition C5H7N in a non-equilibrium geometry, with ωB97M-V/def2-TZVPD.

The value obtained for the energy above the lowest of the compared OMol25 structures with the same formula, charge and spin is 500.2 kJ/mol. The value obtained for the LUMO energy is 0.49 eV. The calculation puts the frontier orbital gap at 9.2 eV. For the electronic energy, the calculation gives -249.28273 Eh.

The geometry in ORCA input format:
```
! wB97M-V def2-TZVPD RIJCOSX def2/J DEFGRID3
* xyz 0 1
C 0.14292 -1.76295 0.32398
C -1.07016 -1.14252 0.00248
C -0.51643 1.59758 0.64960
C 0.18394 1.77674 -0.47276
C 1.39493 1.05000 -0.73428
N 2.35233 0.43527 -0.95830
H 0.94598 -2.01897 -0.37929
H -0.92014 -2.43059 0.30675
H 0.41191 -1.89675 1.37662
H -1.13150 -1.10242 -1.09987
H -0.19231 0.92009 1.43069
H -1.45244 2.12247 0.80937
H -0.14902 2.45205 -1.25499
*
```

These are the natural (NBO) partial charges, in e, on atoms 1 to 2: -0.472 -0.405

---

Record 2
Computed, not measured: a structure of composition C10H14N2PY in a non-equilibrium geometry, with ωB97M-V/def2-TZVPD.

The value obtained for the energy above the lowest of the compared OMol25 structures with the same formula, charge and spin is 223.3 kJ/mol. The value obtained for the LUMO energy (alpha / beta) is -1.12 / -0.80 eV. The calculation puts the frontier orbital gap (alpha / beta) at 4.2 / 4.7 eV. For the electronic energy, the calculation gives -878.35835 Eh.

The geometry in ORCA input format:
```
! wB97M-V def2-TZVPD RIJCOSX def2/J DEFGRID3
* xyz 0 1
C -0.75851 0.52608 -3.22144
C -1.39583 1.77399 -3.45271
C -0.51127 2.81091 -2.95818
C 0.79859 2.24907 -2.87085
C 0.62406 0.81557 -2.88801
Y -0.52331 -1.32432 -0.14642
P -0.14543 -3.82002 -0.66262
H -1.05399 -0.44031 -3.63338
H -2.45946 1.96073 -3.72966
H -0.78743 3.88670 -2.80974
H 1.42868 0.05608 -2.92730
H 1.71447 2.79362 -2.66065
H 1.04129 -4.34406 -1.30425
H -1.31672 -4.19648 -1.48425
H -0.33130 -4.26039 0.69521
N 2.09013 -0.91997 1.64431
C 1.04237 -0.19771 2.19892
C 0.84073 -0.03174 3.54864
C -0.35521 0.47288 4.00350
C -1.25650 0.92352 3.05782
C -1.03617 0.80110 1.73497
N 0.07410 0.11898 1.27100
H 2.19234 -1.05764 0.61914
H 2.80024 -1.30343 2.30071
H 1.62388 -0.44067 4.21200
H -0.53018 0.53949 5.07513
H -2.17273 1.34758 3.42210
H -1.63685 1.26044 0.96600
*
```

These are the natural (NBO) partial charges, in e, on atoms 1 to 2: -0.441 -0.324

---

Record 3
Computed, not measured: the molecule C5H9NO in a non-equilibrium geometry, with ωB97M-V/def2-TZVPD.

The value obtained for the energy above the lowest of the compared OMol25 structures with the same formula, charge and spin is 539.8 kJ/mol. The value obtained for the LUMO energy (alpha / beta) is 0.68 / 0.70 eV. The calculation puts the frontier orbital gap (alpha / beta) at 7.3 / 7.1 eV. For the electronic energy, the calculation gives -325.73196 Eh.

The geometry in ORCA input format:
```
! wB97M-V def2-TZVPD RIJCOSX def2/J DEFGRID3
* xyz 0 1
C 1.16231 1.05485 0.90787
C 0.14286 0.10811 0.37399
C 0.80437 -0.59160 -1.46704
C -0.96647 -0.37987 1.27151
O -1.95178 -0.83275 0.32644
C -1.66619 -0.18295 -0.84859
N -0.48281 0.36687 -0.85635
H 1.82384 1.44361 0.12633
H 1.78312 0.57579 1.67347
H 0.67441 1.92248 1.38509
H 0.60773 -1.64800 -1.28139
H 0.63307 -0.35067 -2.51641
H 1.83699 -0.33098 -1.21986
H -0.71531 -1.20373 1.94671
H -1.39449 0.45022 1.87935
H -2.29166 -0.40138 -1.70113
*
```

These are the natural (NBO) partial charges, in e, on atoms 1 to 2: -0.650 0.088

---

Record 4
Computed, not measured: a cluster of 4 separate species, C15H36BN3O4P in total in a non-equilibrium geometry, with ωB97M-V/def2-TZVPD.

The value obtained for the LUMO energy is -4.37 eV. The calculation puts the frontier orbital gap at 7.5 eV. For the electronic energy, the calculation gives -1424.37925 Eh.

The geometry in ORCA input format:
```
! wB97M-V def2-TZVPD RIJCOSX def2/J DEFGRID3
* xyz 1 1
C 2.77990 0.25747 -1.07202
P 1.95582 1.14837 -2.41966
C 2.83084 0.80126 -3.98648
C 0.32476 0.34076 -2.58560
C 0.06779 -1.00697 -2.63850
C -1.26151 -1.45286 -2.69331
N -2.29715 -0.65925 -2.72819
N -1.98455 0.64186 -2.70383
C -0.78353 1.19705 -2.62122
B -0.53113 2.80286 -2.49305
N -0.83691 3.47225 -1.24327
O -0.06704 3.41432 -3.61621
H 2.93134 -0.81016 -1.20727
H 2.15179 0.46333 -0.20556
H 3.72655 0.77567 -0.92959
H 3.89322 0.91120 -3.78507
H 2.61435 -0.17203 -4.42142
H 2.53556 1.56809 -4.69857
H 0.85909 -1.74351 -2.61831
H -1.48161 -2.50951 -2.70607
H -2.79160 1.25132 -2.74675
H -0.12404 3.24838 -0.54589
H -1.72060 3.19775 -0.81907
H 0.82336 3.76556 -3.48452
C 1.05756 2.96527 3.55240
C 0.81493 1.69836 2.75131
C 1.29735 0.45955 3.48719
O 1.44805 1.79069 1.46540
H 2.12693 3.09909 3.73523
H 0.70129 3.83965 3.00814
H 0.54941 2.92527 4.51560
H -0.25020 1.60239 2.53774
H 2.37358 0.52003 3.66787
H 1.11007 -0.43782 2.89534
H 0.79621 0.35219 4.44891
H 2.39503 1.88780 1.62033
C -3.40555 0.43970 0.49067
C -3.23694 1.42106 1.63868
C -3.88901 0.92297 2.91713
O -3.75233 2.69727 1.26271
H -4.46140 0.28824 0.25303
H -2.92737 0.83876 -0.40170
H -2.96403 -0.53105 0.72223
H -2.17288 1.58695 1.81449
H -4.96421 0.79439 2.76948
H -3.74864 1.64447 3.72092
H -3.47071 -0.03430 3.23053
H -4.69994 2.60640 1.11147
C 0.04498 -4.77081 -0.13667
C 1.46865 -4.26715 -0.31352
C 2.44397 -5.01304 0.58004
O 1.53569 -2.85630 -0.05849
H -0.28593 -4.61913 0.89392
H -0.64307 -4.22819 -0.78761
H -0.03007 -5.83347 -0.36545
H 1.77039 -4.38388 -1.35630
H 2.18101 -4.86822 1.63124
H 3.45784 -4.64090 0.43647
H 2.43325 -6.08227 0.37005
H 1.28139 -2.71716 0.86066
*
```

These are the natural (NBO) partial charges, in e, on atoms 1 to 2: -0.953 0.795

---

Record 5
Computed, not measured: a structure of composition C3H7I2OP in a non-equilibrium geometry, with ωB97M-V/def2-TZVPD.

The value obtained for the energy above the lowest of the compared OMol25 structures with the same formula, charge and spin is 316.0 kJ/mol. The value obtained for the LUMO energy (alpha / beta) is -0.71 / -0.99 eV. The calculation puts the frontier orbital gap (alpha / beta) at 7.3 / 7.4 eV. For the electronic energy, the calculation gives -1130.41195 Eh.

The geometry in ORCA input format:
```
! wB97M-V def2-TZVPD RIJCOSX def2/J DEFGRID3
* xyz 0 1
C 0.20893 -0.52730 -1.72503
C 1.60958 0.55098 0.70732
C -2.12130 0.60161 1.22186
O 0.49544 -1.97694 0.58305
P 0.32020 -0.61064 0.09385
I 3.49609 -0.12243 -0.06393
I -3.53222 -0.15675 -0.10572
H -0.73579 -1.00504 -1.98687
H 0.23816 0.48620 -2.10728
H 1.02844 -1.13157 -2.11766
H 1.44558 1.56809 0.37452
H 1.63164 0.49825 1.79512
H -1.94646 1.65798 1.12866
H -2.13830 0.16757 2.20210
*
```

These are the natural (NBO) partial charges, in e, on atoms 1 to 2: -1.018 -0.926

---

Record 6
Computed, not measured: the molecule HI2OP in a non-equilibrium geometry, with ωB97M-V/def2-TZVPD.

The value obtained for the energy above the lowest of the compared OMol25 structures with the same formula, charge and spin is 13.9 kJ/mol. The value obtained for the LUMO energy is -1.09 eV. The calculation puts the frontier orbital gap at 8.1 eV. For the electronic energy, the calculation gives -1012.62028 Eh. The SMILES is OP(I)I.

The geometry in ORCA input format:
```
! wB97M-V def2-TZVPD RIJCOSX def2/J DEFGRID3
* xyz 0 1
O -1.11777 0.46384 -0.32178
P -0.02422 -0.25874 0.64061
I 1.95945 1.55577 0.43549
I 1.13743 -1.89363 -0.82135
H -1.95489 0.13276 0.06703
*
```

These are the natural (NBO) partial charges, in e, on atoms 1 to 2: -0.989 0.826